Entry 1:
Molecular formula: C51H60N3O5S2Sc
Method: DFT, wB97M-V/def2-TZVPD

Structure (XYZ):
```
122
Properties=species:S:1:pos:R:3:forces:R:3:lowdin_charge:R:1
Sc 0.000079 0.046734 0.177028 0.23 -0.14 1.15 0.845
C -1.939887 1.765519 -2.904341 0.07 -0.03 0.15 -0.047
O -1.925357 1.349273 -1.534446 0.18 -0.06 -0.22 -0.188
C -3.083312 1.717859 -0.901787 -0.11 0.04 -0.03 -0.217
C -3.187481 2.991872 -0.373328 -0.03 0.22 0.03 -0.108
C -1.962721 3.877620 -0.273677 -0.14 -0.15 0.19 -0.065
C -1.510801 3.950123 1.163785 -0.11 0.22 -0.15 -0.121
C -1.893267 5.029962 1.947751 0.03 0.00 -0.05 -0.007
C -1.544903 5.154194 3.291384 0.01 -0.03 -0.04 -0.189
C -0.752433 4.138365 3.810614 0.10 -0.10 0.06 0.001
C -0.350860 3.040080 3.052726 0.12 0.00 0.32 -0.120
C 0.464588 1.938006 3.694875 -0.28 0.03 -0.04 -0.057
C -0.464289 0.814171 4.111029 0.10 0.19 0.05 -0.103
C -1.334527 0.978579 5.178741 -0.07 0.13 0.03 0.022
C -2.280751 0.013574 5.520237 0.00 -0.05 0.00 -0.162
C -2.357238 -1.123951 4.723260 -0.12 -0.01 0.04 0.033
C -1.490779 -1.330925 3.653550 -0.10 -0.19 -0.01 -0.107
C -1.632440 -2.553199 2.770191 -0.13 0.23 -0.04 -0.063
C -2.857219 -2.442435 1.891104 0.00 -0.20 0.20 -0.120
C -4.004921 -3.182626 2.176348 0.05 0.03 0.01 0.005
C -5.150610 -3.118308 1.388263 0.12 -0.01 0.05 -0.191
C -5.085287 -2.282335 0.275375 -0.01 0.07 -0.12 -0.008
C -3.963103 -1.529250 -0.036708 -0.17 0.03 -0.23 -0.122
C -3.959568 -0.628312 -1.251108 0.01 0.10 0.19 -0.060
C -4.141282 0.818251 -0.835594 -0.16 -0.12 -0.03 -0.107
C -5.351414 1.263775 -0.322031 -0.04 -0.08 0.09 0.022
C -5.525320 2.567188 0.144937 -0.01 0.02 -0.06 -0.164
C -4.417197 3.406760 0.133667 0.03 0.05 0.13 0.031
C -6.900709 3.023347 0.639940 0.02 -0.07 0.02 -0.559
C -6.889573 4.482605 1.096781 0.03 0.05 0.06 -0.077
C -7.921112 2.889282 -0.500914 -0.02 0.02 -0.04 -0.057
C -7.344821 2.149569 1.824023 0.04 -0.03 0.04 -0.049
C -2.824028 -1.572620 0.790279 0.19 0.17 -0.07 -0.257
O -1.770953 -0.824438 0.530373 -0.19 -0.14 -0.08 -0.144
C -6.419551 -3.922666 1.668454 0.00 0.00 -0.06 -0.568
C -7.610793 -2.968417 1.836540 -0.08 0.06 0.00 -0.059
C -6.700324 -4.873740 0.493816 -0.03 -0.02 -0.05 -0.058
C -6.301125 -4.761540 2.939206 0.02 -0.04 0.10 -0.080
C -0.532666 -0.369083 3.388912 0.22 -0.06 0.01 -0.194
O 0.423382 -0.618091 2.415356 0.11 0.05 0.08 -0.255
C 1.542692 -1.348854 2.959366 -0.09 -0.01 -0.17 -0.057
C -3.196975 0.241878 6.725100 0.03 0.10 -0.05 -0.561
C -4.127654 -0.943795 6.971003 -0.11 -0.08 -0.03 -0.079
C -2.343999 0.448239 7.986269 0.01 0.02 0.07 -0.057
C -4.056901 1.493621 6.482420 0.01 0.04 -0.04 -0.047
C -0.752604 2.898834 1.714006 0.23 -0.22 0.02 -0.258
O -0.406914 1.836712 1.017319 -0.18 0.02 -0.19 -0.164
C -2.019826 6.355289 4.108194 -0.02 0.01 -0.04 -0.565
C -1.458293 7.653313 3.508450 0.04 0.04 -0.02 -0.058
C -1.570046 6.268775 5.566633 0.03 -0.02 0.08 -0.079
C -3.555469 6.419149 4.090510 -0.05 -0.04 0.01 -0.057
H -2.834257 1.386364 -3.401645 -0.10 -0.05 -0.02 0.098
H -1.931383 2.856598 -2.969664 -0.03 0.06 0.02 0.092
H -1.058914 1.351757 -3.374675 0.15 -0.08 -0.02 0.055
H -2.192813 4.884506 -0.621282 -0.05 0.07 -0.08 0.120
H -1.165234 3.465115 -0.884513 0.08 0.00 -0.04 0.117
H -2.485508 5.809053 1.470021 0.03 -0.04 0.03 0.107
H -0.417196 4.181944 4.845387 -0.03 -0.03 -0.14 0.099
H 0.979975 2.340269 4.567969 0.03 -0.03 0.07 0.121
H 1.205569 1.572495 2.989307 0.10 -0.03 -0.04 0.103
H -1.279366 1.914748 5.733967 -0.02 -0.15 -0.05 0.114
H -3.112995 -1.882601 4.910568 0.11 0.09 -0.02 0.107
H -1.720860 -3.447072 3.386507 0.01 -0.08 0.10 0.120
H -0.750122 -2.649297 2.140399 0.04 -0.04 -0.02 0.099
H -3.977155 -3.830046 3.049447 0.02 0.05 -0.09 0.099
H -5.942346 -2.207085 -0.393823 0.09 -0.02 0.05 0.108
H -4.771648 -0.931674 -1.914934 -0.02 0.03 -0.04 0.119
H -3.014339 -0.730699 -1.782300 0.02 -0.02 -0.03 0.120
H -6.172465 0.549372 -0.267959 0.08 0.09 -0.02 0.115
H -4.477699 4.407619 0.553887 0.01 -0.13 -0.08 0.103
H -6.572874 5.150063 0.288652 -0.04 -0.05 0.09 0.085
H -6.218813 4.628868 1.951356 -0.08 0.00 -0.12 0.082
H -7.899269 4.774210 1.403066 0.06 0.00 0.00 0.079
H -7.619525 3.506722 -1.353565 -0.05 -0.06 0.07 0.088
H -8.914453 3.216499 -0.167450 0.10 -0.04 -0.04 0.078
H -7.997970 1.855206 -0.846824 0.00 0.08 0.03 0.075
H -6.611289 2.208946 2.634890 -0.09 -0.01 -0.07 0.089
H -7.435491 1.098407 1.533379 0.02 0.11 0.04 0.073
H -8.316774 2.485818 2.206551 0.09 -0.04 -0.05 0.079
H -7.753050 -2.351384 0.942972 0.01 -0.07 0.13 0.072
H -7.443205 -2.298150 2.686124 -0.03 -0.04 -0.09 0.087
H -8.536685 -3.531733 2.014166 0.10 0.06 -0.02 0.077
H -6.860512 -4.316583 -0.434456 0.03 -0.08 0.09 0.075
H -7.595230 -5.480382 0.688779 0.10 0.08 -0.02 0.076
H -5.850508 -5.545830 0.340346 -0.08 0.05 0.00 0.088
H -6.110721 -4.131889 3.814682 0.00 -0.08 -0.08 0.082
H -5.494998 -5.497632 2.858966 -0.06 0.07 0.02 0.084
H -7.237565 -5.303421 3.108690 0.06 0.03 0.00 0.077
H 1.198164 -2.309555 3.339418 -0.09 -0.09 0.05 0.099
H 2.261057 -1.489327 2.160056 0.04 0.01 -0.09 0.021
H 1.992902 -0.772623 3.767129 0.01 0.10 0.06 0.102
H -3.561748 -1.866465 7.138531 -0.08 0.09 -0.01 0.085
H -4.807156 -1.102806 6.125193 0.10 0.01 0.13 0.085
H -4.735099 -0.750116 7.861559 0.03 -0.03 -0.07 0.078
H -1.718521 -0.431092 8.172249 -0.06 0.08 0.00 0.088
H -2.988345 0.609480 8.861345 0.09 -0.02 -0.12 0.079
H -1.683627 1.314372 7.884978 -0.07 -0.09 0.01 0.074
H -4.635770 1.383666 5.559351 0.05 0.02 0.11 0.089
H -3.433171 2.387704 6.379152 -0.09 -0.10 0.00 0.073
H -4.752597 1.651981 7.316527 0.09 -0.01 -0.08 0.079
H -0.364364 7.621810 3.494274 -0.10 0.02 0.00 0.088
H -1.775381 8.523465 4.098600 0.02 -0.09 -0.07 0.076
H -1.802184 7.792860 2.479317 0.04 -0.01 0.09 0.075
H -0.477899 6.287106 5.651709 -0.13 -0.02 0.00 0.085
H -1.939879 5.352451 6.040427 0.06 0.12 -0.04 0.079
H -1.968248 7.123905 6.123231 0.04 -0.05 -0.02 0.078
H -3.939571 6.488114 3.068387 0.04 0.00 0.10 0.070
H -3.912605 7.291875 4.652199 0.03 -0.08 -0.05 0.077
H -3.976250 5.515743 4.545215 0.02 0.09 -0.05 0.086
S 2.665709 0.454384 0.455581 -0.37 -0.02 -0.34 0.578
C 3.522311 -0.014822 -1.017338 0.04 0.72 -0.14 -0.755
C 3.878278 1.091840 -1.886662 -0.20 -0.41 0.28 -0.319
N 4.154843 1.996077 -2.546945 0.02 0.02 0.01 0.114
C 3.944744 -1.262263 -1.343500 0.38 -0.45 -0.29 -0.809
S 3.714425 -2.741051 -0.456369 -0.10 0.17 -0.03 0.472
C 4.732906 -1.412340 -2.565507 -0.38 0.11 0.42 -0.316
N 5.357038 -1.565601 -3.521248 0.07 -0.03 -0.01 0.113
O 0.688626 -2.291242 0.201801 -0.69 0.37 0.11 -0.150
H 1.631217 -2.376687 -0.060936 0.79 -0.06 -0.01 -0.095
H 0.217327 -2.807803 -0.459010 -0.12 0.08 -0.13 0.067
N 0.359206 -0.556472 -3.118415 0.00 -0.12 -0.35 -0.007
C 0.303803 -0.315489 -1.989586 0.08 -0.04 -0.31 -0.311
```
Forces are in eV/Å.

Output
net charge: -2
orbital gap: 0.1880 Ha
highest occupied orbital energy: -0.0627 Eh

Entry 2:
Molecular formula: C51H60N8O4P3PbS2
Method: DFT, wB97M-V/def2-TZVPD

Structure (XYZ):
```
129
Properties=species:S:1:pos:R:3:forces:R:3:lowdin_charge:R:1
Pb 0.135904 0.524927 0.179095 -0.73 -0.04 0.25 1.047
C 3.056549 -0.331041 -1.685918 -0.29 -0.23 0.11 -0.273
P 2.912117 -0.075913 0.134294 0.92 -0.06 -0.36 0.973
C 3.648594 -1.597540 0.824408 -0.12 -0.03 0.10 -0.354
C 3.968444 -2.711354 0.051278 0.03 0.09 0.04 -0.077
C 4.508876 -3.842987 0.645360 0.01 -0.10 0.00 -0.097
C 4.717608 -3.891602 2.015133 -0.03 -0.01 -0.04 -0.098
C 4.385138 -2.792833 2.795475 -0.01 0.00 0.08 -0.089
C 3.855094 -1.656806 2.205072 -0.14 0.03 0.00 -0.125
C 4.186832 1.185950 0.490780 -0.11 0.04 0.06 -0.343
C 5.380725 0.949506 1.165249 -0.01 0.05 -0.09 -0.086
C 6.246445 1.999020 1.440457 0.03 -0.02 -0.01 -0.092
C 5.921449 3.291901 1.060160 0.03 0.00 0.02 -0.095
C 4.729203 3.535746 0.392233 0.01 0.06 -0.03 -0.075
C 3.870756 2.489252 0.101511 0.01 -0.13 0.01 -0.103
C 1.944024 -1.279900 -2.053596 -0.03 -0.04 -0.03 -0.436
C 1.881864 -2.278329 -3.005522 0.10 0.08 -0.02 -0.089
C 0.596057 -2.866653 -2.888855 -0.04 -0.06 0.03 -0.076
C -0.052270 -2.199436 -1.867620 0.08 0.07 -0.12 -0.421
C -1.450886 -2.346855 -1.345755 0.13 0.26 0.20 -0.289
P -1.430835 -2.239932 0.511989 -0.22 -0.68 -0.27 1.021
C -0.770969 -3.929112 0.833268 -0.09 0.01 0.05 -0.341
C 0.606127 -4.115717 0.715149 -0.04 0.00 0.09 -0.087
C 1.158505 -5.378162 0.872607 0.04 -0.01 0.03 -0.079
C 0.350739 -6.468325 1.158697 0.02 -0.01 -0.06 -0.103
C -1.017089 -6.289430 1.288896 -0.05 -0.07 0.02 -0.095
C -1.574499 -5.030650 1.123787 0.03 0.01 -0.02 -0.086
C -3.192193 -2.507340 0.932242 0.00 0.20 -0.01 -0.372
C -4.230344 -2.436190 0.008564 0.06 -0.06 0.00 -0.098
C -5.551051 -2.578829 0.417094 -0.06 -0.17 0.02 -0.116
C -5.850359 -2.810690 1.750039 -0.02 -0.02 -0.06 -0.102
C -4.819303 -2.892647 2.677300 0.02 0.00 0.12 -0.086
C -3.505174 -2.727651 2.275517 -0.02 0.09 -0.08 -0.128
N 0.772784 -1.238724 -1.346999 -0.09 -0.11 -0.17 -0.116
H 2.913453 0.648553 -2.148257 0.07 0.01 0.04 0.069
H 4.040497 -0.715532 -1.962550 -0.01 0.02 -0.01 0.090
H 3.776352 -2.708841 -1.012244 -0.01 -0.01 -0.03 0.092
H 4.756068 -4.697382 0.026817 0.00 -0.01 0.01 0.104
H 5.120744 -4.784922 2.475730 0.02 0.01 -0.01 0.098
H 4.536689 -2.826152 3.867666 0.00 0.03 0.00 0.100
H 3.603010 -0.789967 2.808858 -0.03 -0.02 0.05 0.099
H 5.643152 -0.051026 1.478509 0.03 -0.02 -0.01 0.091
H 7.177463 1.799254 1.957400 -0.01 0.02 0.01 0.097
H 6.595914 4.108727 1.285288 -0.02 0.01 0.02 0.097
H 4.459246 4.548198 0.118969 -0.01 -0.02 -0.05 0.105
H 2.942103 2.661574 -0.431145 0.00 0.10 0.04 0.071
H 2.656186 -2.540408 -3.712435 0.02 -0.01 0.02 0.086
H 0.203823 -3.674541 -3.488822 -0.06 -0.02 0.04 0.084
H -2.057054 -1.496523 -1.672533 -0.07 -0.07 -0.06 0.036
H -1.909998 -3.281030 -1.675107 0.00 0.03 -0.05 0.096
H 1.237052 -3.265775 0.485054 0.07 0.00 -0.04 0.085
H 2.225049 -5.513594 0.776102 0.12 0.04 -0.04 0.084
H 0.784230 -7.455680 1.261725 0.01 0.01 0.05 0.095
H -1.654529 -7.136847 1.512439 -0.02 0.02 0.00 0.096
H -2.645161 -4.905748 1.218025 0.02 -0.05 -0.01 0.094
H -4.019873 -2.270885 -1.040089 0.02 0.04 0.00 0.089
H -6.348774 -2.517230 -0.314195 0.00 0.00 0.00 0.103
H -6.879929 -2.931778 2.064491 0.00 0.01 0.01 0.097
H -5.042095 -3.077538 3.721071 0.01 0.04 0.01 0.102
H -2.699244 -2.763977 2.996076 0.01 0.06 0.13 0.091
N 0.070806 -1.388898 3.364003 -0.11 0.11 0.02 0.012
N 0.146235 -0.746139 4.606544 0.12 0.04 0.37 -0.127
C -0.845196 0.114424 4.973093 -0.03 -0.15 0.13 -0.986
N -0.550132 0.844397 6.079323 0.16 -0.10 0.01 0.065
S -2.304477 0.287140 4.216867 -0.28 -0.09 -0.21 0.577
H 0.741364 -2.147828 3.348363 -0.04 -0.02 0.06 0.082
H 0.314464 -0.715490 2.639783 -0.05 -0.09 0.00 -0.060
H 1.068112 -0.429641 4.885230 0.03 0.10 -0.17 0.106
H 0.255213 0.641318 6.646509 0.00 0.00 -0.03 0.093
H -1.295088 1.388929 6.470057 -0.02 0.05 -0.04 0.074
O 0.365905 2.755859 -3.660480 -0.01 -0.06 0.10 0.033
C 0.562017 2.345505 -2.559853 -0.11 0.03 -0.04 -0.530
N 0.774908 1.959014 -1.452166 0.28 0.53 -0.39 -0.077
O -2.518307 0.872378 -0.543159 0.23 -0.02 -0.05 -0.387
P -3.546246 1.816361 -1.036721 -0.88 0.31 -0.32 0.566
N -4.085714 1.370033 -2.542235 0.28 0.01 0.17 -0.190
C -4.892156 2.219681 -3.407153 -0.10 0.06 0.01 -0.218
C -5.118288 1.338681 -4.629362 0.11 0.00 0.00 -0.174
C -3.755836 0.656184 -4.787403 -0.09 0.06 0.09 -0.159
C -3.298733 0.415635 -3.344804 0.02 -0.18 0.01 -0.178
N -4.979149 1.860170 -0.159329 0.49 -0.25 -0.23 -0.190
C -4.809504 2.053894 1.298378 -0.07 0.26 0.12 -0.174
C -6.029194 1.365507 1.941819 0.02 -0.01 -0.13 -0.152
C -6.956017 1.067964 0.757056 0.16 -0.04 0.09 -0.168
C -5.953667 0.783168 -0.351707 -0.23 0.06 -0.02 -0.207
N -3.040050 3.399066 -1.077354 0.03 -0.26 0.29 -0.167
C -3.977395 4.513967 -1.249866 -0.13 0.10 -0.09 -0.200
C -3.592097 5.571067 -0.190886 0.12 -0.06 0.09 -0.157
C -2.532210 4.888785 0.683892 -0.02 -0.04 -0.09 -0.159
C -1.914193 3.865321 -0.264115 0.15 0.03 0.06 -0.200
H -4.356815 3.131440 -3.702194 -0.01 0.01 0.03 0.110
H -5.816234 2.512853 -2.902433 -0.01 0.02 -0.04 0.108
H -5.412250 1.911986 -5.508202 -0.04 -0.01 0.00 0.106
H -5.891189 0.596824 -4.415135 -0.02 0.01 0.00 0.109
H -3.059915 1.327398 -5.292627 0.01 -0.01 -0.01 0.113
H -3.813170 -0.273641 -5.351208 0.06 0.02 -0.04 0.107
H -2.223885 0.562315 -3.221676 -0.01 -0.02 -0.02 0.113
H -3.540244 -0.602472 -3.024717 0.07 0.02 -0.02 0.100
H -4.789583 3.125226 1.515095 0.01 -0.05 0.03 0.101
H -3.877358 1.608743 1.661066 -0.01 0.05 -0.01 0.096
H -6.496740 1.995780 2.697106 0.02 -0.05 0.05 0.105
H -5.714407 0.432372 2.411478 -0.03 0.00 0.04 0.102
H -7.539890 1.957540 0.508894 -0.05 -0.05 -0.06 0.108
H -7.632322 0.231981 0.936973 -0.02 0.01 0.03 0.103
H -6.379320 0.825502 -1.354127 -0.01 0.00 0.01 0.105
H -5.507220 -0.204112 -0.198392 -0.02 0.08 -0.06 0.086
H -5.000394 4.157705 -1.118702 0.01 0.03 -0.04 0.096
H -3.881116 4.937451 -2.254085 -0.06 -0.03 0.02 0.103
H -4.453992 5.900626 0.389375 -0.02 0.02 -0.03 0.101
H -3.161761 6.448126 -0.675694 -0.03 0.01 -0.01 0.104
H -2.991003 4.376581 1.531387 0.03 0.01 -0.01 0.098
H -1.793688 5.588045 1.068521 0.06 0.03 0.06 0.104
H -1.454036 3.026881 0.249403 0.12 0.01 0.05 0.066
H -1.161273 4.336531 -0.903558 0.03 -0.05 0.01 0.120
O 1.980984 8.379367 3.726656 -0.02 0.04 0.02 0.089
C 1.650088 7.703808 2.589337 0.06 0.22 -0.06 -0.496
O 1.491943 8.337130 1.577051 -0.01 -0.02 0.04 0.089
C 1.525106 6.240229 2.691116 -0.09 -0.34 0.03 -0.165
C 1.519658 5.527032 3.898002 0.00 0.13 -0.12 -0.046
C 1.394417 4.156401 3.908532 -0.06 0.03 -0.07 -0.125
C 1.276842 3.418567 2.713544 0.16 0.05 0.16 -0.699
S 1.213281 1.696703 2.775146 0.27 -0.03 0.19 0.487
C 1.255677 4.141398 1.506465 -0.13 -0.03 0.15 -0.128
C 1.372901 5.512426 1.505657 0.04 0.27 -0.01 -0.026
H 2.135360 7.753468 4.441731 0.01 -0.04 -0.01 0.074
H 1.587501 6.032744 4.857698 0.00 -0.01 0.00 0.101
H 1.372570 3.614219 4.844526 0.03 0.00 0.02 0.086
H 1.131938 3.604244 0.574845 0.05 0.01 -0.06 0.060
H 1.363752 6.068996 0.576239 -0.02 -0.04 -0.03 0.120
```
Forces are in eV/Å.

Output
net charge: -1
orbital gap: 0.2481 Ha
highest occupied orbital energy: -0.1660 Eh

- Among the records above, which one has the lowest orbital gap?
  C51H60N3O5S2Sc

- What is the orbital gap in the second record?
  0.2481 Ha